Molecular formula: CH7NO4
Method: DFT, ωB97M-V with the def2-TZVPD basis set

Computed properties:
Orbital gap (eV): 11.23
LUMO energy (eV): 0.4

Positions of all 13 atoms, in Å:
N: 0.3155 1.0673 0.5233
C: 1.3391 0.1646 0.4035
O: 2.3945 0.0879 0.9756
O: 0.9856 -0.7724 -0.5766
H: 0.3443 1.5735 1.3845
H: -0.5427 0.6662 0.1578
H: 1.8512 -1.0506 -0.9311
O: -2.1945 1.2201 -0.9574
H: -1.7202 1.4399 -1.7636
H: -2.3462 0.2711 -0.9828
O: -1.7649 -1.4881 -0.0110
H: -2.0186 -1.2208 0.9026
H: -0.7981 -1.4817 0.0089